Molecular formula: C12H17Cl6N5
Method: DFT, ωB97M-V/def2-TZVPD

Element x y z (Å)
C 1.2467 -0.3444 3.9478
C 2.2488 -0.2568 2.8899
N 3.0729 -0.2090 2.0943
H 1.0562 0.6641 4.3120
H 1.6735 -0.9488 4.7487
H 0.3354 -0.8374 3.6195
C 1.8781 -2.0825 -3.3761
C 0.7671 -1.2972 -3.9402
N -0.0885 -0.6695 -4.3668
H 2.7920 -1.5084 -3.5127
H 1.9656 -3.0146 -3.9311
H 1.6848 -2.2941 -2.3278
C -2.1014 2.2928 4.1193
C -1.9299 3.7189 4.3846
N -1.7716 4.8278 4.6322
H -2.9994 2.0479 3.5575
H -2.1669 1.8101 5.0956
H -1.2480 1.9127 3.5621
C -3.3116 0.5680 -4.5678
C -4.1550 -0.5065 -4.0308
N -4.8061 -1.3534 -3.6147
H -2.3112 0.4801 -4.1586
H -3.6548 1.5713 -4.3291
H -3.2683 0.4025 -5.6430
C 3.4324 -3.7208 -0.0781
C 2.2219 -3.0707 0.4174
N 1.2780 -2.5832 0.8424
H 3.4726 -4.7420 0.2952
H 4.3004 -3.1811 0.2969
H 3.4042 -3.7094 -1.1656
C -1.0671 -0.3949 -0.4146
Cl -2.2578 -1.6796 -0.3870
Cl -0.8769 0.3327 1.1711
Cl -1.6428 0.8606 -1.5613
H -0.1339 -0.8156 -0.7644
C 0.4948 3.4786 0.4163
Cl 0.7588 4.2617 -1.1462
Cl -0.2418 4.5302 1.5922
Cl 2.0579 2.8680 1.0530
H -0.1091 2.5920 0.2682

Force components x, y, z for each atom (eV/Å):
0.4 -0.1 0.1
-0.1 -0.2 0.0
0.1 0.0 -0.1
-0.2 -0.1 0.1
-0.1 0.1 0.1
0.0 0.1 -0.2
-0.4 0.3 -0.5
0.5 -0.4 0.4
-0.3 0.2 -0.2
0.1 0.0 0.2
0.0 0.0 0.1
0.1 0.1 0.1
0.1 0.0 0.3
-0.1 0.0 -0.2
0.0 0.0 0.0
-0.1 0.3 0.0
0.1 -0.2 -0.1
0.1 0.0 0.1
0.0 -0.5 -0.1
0.2 0.6 0.2
-0.1 -0.1 0.0
0.1 -0.2 -0.1
-0.4 -0.1 -0.1
0.1 0.3 -0.1
-0.2 0.2 0.2
0.3 -0.3 0.1
-0.5 0.2 -0.1
0.0 0.0 -0.1
0.0 0.0 -0.1
0.2 -0.1 0.0
-0.8 0.2 -0.6
0.0 -0.2 0.1
0.2 -0.1 0.2
0.5 -0.1 0.3
0.1 0.2 0.1
0.9 -0.4 -0.1
-0.2 0.0 0.1
-0.3 0.1 0.0
-0.3 0.1 -0.1
-0.2 0.2 -0.1

Energy relative to the best compared isomer or geometry (same formula, charge and spin): 0.4 kcal per mole
Kohn-Sham gap: 0.40637 Ha
HOMO energy: -10.85 eV
Structure (SMILES): ClC(Cl)Cl.ClC(Cl)Cl.CC#N.CC#N.CC#N.CC#N.CC#N
Max |F|: 0.977 eV/Å
Electronic energy: -95303.044 eV

Molecular formula: C11H9Cl2N3OS
Method: DFT, ωB97M-V/def2-TZVPD

Element x y z (Å)
C -0.7771 -0.2274 -2.3401
N -1.4130 -0.8766 -1.2435
C -2.2248 -0.3402 -0.4673
N -2.8546 -1.0289 0.5346
C -2.5891 -2.2962 0.8112
N -2.3638 -3.3891 1.0654
H -3.4077 -0.4983 1.1970
S -2.7194 1.4355 -0.4324
C -1.1049 2.0787 0.1557
C -0.5464 1.1076 1.1740
O -1.1952 0.7314 2.1201
C 0.7916 0.5355 0.8650
C 1.8922 1.2853 0.4483
C 3.0917 0.6710 0.1291
C 3.1940 -0.7100 0.2175
C 2.1218 -1.4749 0.6572
C 0.9396 -0.8470 0.9904
H 0.1005 -1.4308 1.3367
H 2.2124 -2.5455 0.7398
Cl 4.6761 -1.4699 -0.2069
H 3.9371 1.2633 -0.1823
Cl 1.8249 3.0112 0.3969
H -0.4500 2.2270 -0.6991
H -1.3419 3.0341 0.6239
H -0.8387 -0.8983 -3.1965
H 0.2785 -0.0828 -2.0991
H -1.2337 0.7352 -2.5956

Force components x, y, z for each atom (eV/Å):
0.0 0.2 -0.2
-0.1 -0.7 0.4
0.1 1.5 -0.8
-1.0 0.3 0.7
0.1 -0.1 -0.1
0.2 -0.8 0.2
0.2 -0.1 -0.1
0.2 -0.4 0.0
-0.7 0.0 -0.3
0.2 0.2 0.1
0.1 0.1 0.0
0.4 -0.2 0.2
-0.1 -0.5 0.1
0.0 0.0 0.0
-0.4 0.2 0.1
0.1 0.0 0.0
0.0 0.2 0.0
-0.1 0.0 0.0
0.0 -0.1 0.0
0.2 -0.1 -0.1
0.1 0.0 0.0
0.1 0.2 0.0
0.0 0.0 0.1
0.1 0.0 0.0
0.1 0.1 -0.1
0.1 0.0 -0.1
0.1 0.0 0.0

Energy relative to the best compared isomer or geometry (same formula, charge and spin): 1.6 kcal per mole
Kohn-Sham gap: 0.34127 Ha
HOMO energy: -9.64 eV
Structure (SMILES): C/N=C(/NC#N)SCC(=O)c1ccc(Cl)cc1Cl
Max |F|: 1.715 eV/Å
Electronic energy: -53950.095 eV

Molecular formula: CH9N2
Method: DFT, ωB97M-V/def2-TZVPD

Element x y z (Å)
N 1.7627 -0.7340 0.2090
H 1.5683 -1.6838 0.5547
H 2.6063 -0.4988 0.7290
H 0.3439 -0.1780 0.6129
H 1.9072 -0.8779 -0.7891
C -1.2966 0.6238 -0.7752
N -0.6897 0.3029 0.5580
H -1.1840 1.6902 -0.9263
H -0.6925 0.1123 -1.5267
H -2.3441 0.3512 -0.8453
H -1.3351 -0.2679 1.1013
H -0.6465 1.1600 1.0977

Force components x, y, z for each atom (eV/Å):
-0.5 -1.4 0.8
0.1 0.2 -0.2
0.1 0.4 -0.6
-0.6 0.8 -1.1
0.5 0.4 0.2
1.1 0.0 -0.4
-0.5 -0.2 1.2
-0.1 0.1 -0.1
-0.4 0.0 -0.1
0.1 -0.2 0.2
0.0 -0.2 -0.1
0.2 0.2 0.1

Energy relative to the best compared isomer or geometry (same formula, charge and spin): 8.2 kcal per mole
Kohn-Sham gap: 0.46481 Ha
HOMO energy: -16.05 eV
Charge: +1
Max |F|: 1.728 eV/Å
Electronic energy: -4156.903 eV

Molecular formula: C3HOS
Method: DFT, ωB97M-V/def2-TZVPD

Element x y z (Å)
C -1.5799 -0.1312 -1.2216
C -0.8120 -0.2558 -0.2683
C 1.4732 0.1437 0.9942
O 1.8064 0.8224 0.1158
S 1.5429 -0.7460 2.2948
H -2.4306 0.1669 -1.9149

Force components x, y, z for each atom (eV/Å):
-1.9 0.8 -1.2
0.2 -0.2 0.2
0.6 0.4 -1.3
-0.3 -0.1 0.6
-0.3 -0.2 0.5
1.7 -0.7 1.2

Energy relative to the best compared isomer or geometry (same formula, charge and spin): 34.4 kcal per mole
Kohn-Sham gap: 0.26471 Ha
HOMO energy: -3.84 eV
Charge: -1
Max |F|: 2.420 eV/Å
Electronic energy: -16007.786 eV

Molecular formula: C4H2N2S
Method: DFT, ωB97M-V/def2-TZVPD

Element x y z (Å)
C 1.3970 1.5961 0.1939
C -0.5960 -0.9194 0.2416
C 2.0683 0.4948 -0.0842
C -1.6922 -0.5355 -0.3360
N 0.7514 2.5810 0.3632
N 0.4721 -1.3104 0.6750
S 2.0034 -1.0926 -0.1687
H -2.4820 -1.2449 -0.6169
H -1.9220 0.4308 -0.2679

Force components x, y, z for each atom (eV/Å):
-2.7 3.2 0.9
1.0 -0.9 -0.7
2.7 -2.8 -1.6
-0.4 -3.4 0.1
1.5 -2.0 -0.3
-0.4 -1.0 0.7
-1.3 2.9 0.8
0.7 0.2 -0.1
-1.0 3.8 0.1

Energy relative to the best compared isomer or geometry (same formula, charge and spin): 98.2 kcal per mole
Kohn-Sham gap: 0.26246 Ha
HOMO energy: -8.93 eV
Max |F|: 4.286 eV/Å
Electronic energy: -17990.576 eV

Molecular formula: C15H41MgO6
Method: DFT, ωB97M-V/def2-TZVPD

Element x y z (Å)
Mg 0.8083 1.5229 1.3304
O 0.4777 -0.1519 0.7086
H 0.5674 -1.0029 0.2372
C 0.9292 -3.2055 2.6671
C 2.1229 -3.1417 1.7429
C 1.7848 -3.3401 0.2603
O 2.8881 -1.9922 1.8382
H 0.2333 -3.9670 2.3150
H 0.3307 -2.2958 2.6196
H 1.1519 -3.2064 3.7341
H 2.8152 -3.9622 1.9312
H 1.3227 -2.4212 -0.1005
H 1.2038 -4.2547 0.1418
H 2.7167 -3.4567 -0.2929
H 2.3476 -1.2715 1.5065
C -3.2042 2.7459 1.7543
C -1.9164 2.8175 2.5848
C -2.2637 2.4840 4.0273
O -1.0749 1.7987 2.1448
H -2.9531 2.8636 0.7002
H -3.7644 3.6618 1.9425
H -3.7615 1.8133 1.8432
H -1.4512 3.8023 2.5413
H -1.3719 2.3970 4.6480
H -2.8391 1.5617 4.1061
H -2.9756 3.2103 4.4195
H -1.6248 1.0293 1.9799
C -4.3936 -1.5776 0.3252
C -2.8161 -1.6501 0.2772
C -2.2521 -1.6854 -1.1502
O -2.3106 -0.5131 0.9551
H -4.7617 -2.5520 0.0040
H -4.8299 -0.8494 -0.3585
H -4.7569 -1.3936 1.3363
H -2.4226 -2.5620 0.7265
H -2.7084 -0.9005 -1.7533
H -2.5104 -2.6684 -1.5441
H -1.1708 -1.5845 -1.2431
H -1.3666 -0.5373 0.7825
C 2.6731 -0.6383 -2.3113
C 4.1954 -0.8982 -2.1854
C 4.7382 -1.6028 -3.3866
O 4.8291 0.3982 -2.1706
H 2.3028 0.0909 -1.5907
H 2.0796 -1.5302 -2.1105
H 2.3449 -0.2261 -3.2655
H 4.4157 -1.4330 -1.2614
H 4.3859 -2.6335 -3.3462
H 5.8152 -1.7621 -3.3346
H 4.3833 -1.1872 -4.3296
H 4.4472 0.8387 -2.9333
C -1.3053 2.1633 -1.7562
C 0.1293 2.4754 -1.3821
C 0.5613 3.7431 -2.1558
O 0.1323 2.8269 0.0032
H -1.9798 2.9713 -1.4729
H -1.5790 1.2376 -1.2499
H -1.3520 2.0263 -2.8366
H 0.8027 1.6489 -1.6094
H -0.2139 4.5022 -2.0514
H 0.6653 3.5097 -3.2154
H 1.5006 4.1807 -1.8178
H -0.1722 3.7340 0.0813

Force components x, y, z for each atom (eV/Å):
-1.0 0.1 -0.1
-1.0 -1.1 -0.4
0.5 1.1 0.5
-0.6 0.8 -0.1
0.2 -1.3 -1.0
0.2 -0.3 0.7
0.6 1.2 0.7
0.2 -0.5 0.6
0.0 0.6 -0.5
0.3 -0.8 -0.1
0.0 -0.1 0.6
-0.4 -0.3 -0.4
-0.3 0.3 -0.4
-0.1 0.1 0.0
0.0 0.2 0.0
0.9 1.4 -0.9
-2.9 0.0 1.5
-0.4 0.5 0.3
2.5 -1.2 -0.8
0.1 -0.2 -0.2
-0.6 -0.4 0.4
-0.1 0.2 0.5
0.3 -0.2 -0.4
-0.1 0.2 0.1
0.2 -0.3 -0.3
0.4 0.3 0.2
0.0 0.0 0.3
1.3 -1.0 0.1
-3.4 2.8 0.4
0.7 -0.3 -1.2
-1.8 -1.9 -0.7
-0.1 0.0 0.1
0.4 0.2 0.0
0.1 0.0 0.0
0.5 -0.5 0.6
-0.2 0.0 0.2
-0.1 0.0 0.0
0.1 0.0 0.3
2.9 0.5 0.0
-0.3 -0.4 0.5
-0.6 1.6 -0.9
-0.2 -2.0 0.2
-0.3 -0.2 0.9
0.4 0.1 0.4
0.1 -0.3 -0.3
0.4 -0.2 -0.4
0.2 0.3 0.1
-0.4 -0.2 -0.3
0.0 0.7 -0.2
0.3 0.2 0.0
0.3 0.3 -0.2
0.5 -0.6 -0.2
-0.5 2.0 -2.1
0.1 -0.6 0.0
1.1 -0.4 1.1
0.0 0.0 0.0
-0.4 -0.1 0.0
-0.2 -0.1 0.0
0.0 0.0 0.6
-0.1 0.1 -0.1
0.0 0.1 0.0
0.1 -0.2 0.1
0.0 0.3 0.1

Kohn-Sham gap (alpha / beta): 0.26038 / 0.08026 Ha
Multiplicity: 2
⟨S²⟩: 0.7544
HOMO energy (alpha / beta): -14.43 / -14.43 eV
Charge: +2
Max |F|: 4.423 eV/Å
Electronic energy: -33932.380 eV

Molecular formula: C7H16BrN4O2
Method: DFT, ωB97M-V/def2-TZVPD

Element x y z (Å)
C 3.0600 -2.0158 -0.7749
C 2.0252 -1.4866 -1.7815
Br 2.5881 0.2074 -2.5433
C 0.5738 -1.4097 -1.2360
N 0.0548 -0.0726 -0.9532
C 0.3538 0.6645 0.0825
N 1.3008 0.1849 0.9476
N 1.4933 1.0352 2.0955
N -0.2996 1.8477 0.2753
C -1.5924 1.7685 1.0159
C -2.7584 1.5997 0.0441
O -3.8362 0.9327 0.7011
C -3.8759 -0.4148 0.5398
O -3.7493 -0.9668 -0.5103
H 3.5405 -2.9120 -1.1620
H 3.8399 -1.2869 -0.5558
H 2.5831 -2.2959 0.1671
H 1.9899 -2.1772 -2.6189
H 0.4869 -2.0053 -0.3258
H -0.1110 -1.8282 -1.9696
H -0.5856 0.3339 -1.6200
H 2.1894 0.0929 0.4557
H 0.8547 0.7015 2.8126
H 2.4244 0.8390 2.4487
H 0.3393 2.4694 0.7650
H -1.6837 2.6605 1.6305
H -1.5910 0.9097 1.6953
H -2.4524 1.0102 -0.8196
H -3.1417 2.5594 -0.2953
H -4.0206 -0.9456 1.4894

Force components x, y, z for each atom (eV/Å):
-0.1 0.0 0.1
0.0 -0.4 0.2
0.0 0.1 -0.1
-0.2 0.1 -0.1
-0.2 -0.3 0.1
-0.1 -0.2 -0.3
0.4 1.1 -0.2
-0.1 -0.1 0.1
0.1 0.1 0.5
-0.1 -0.4 -0.3
-0.4 0.1 -0.2
0.4 -0.1 0.6
-0.1 -0.1 -0.2
0.4 0.0 0.0
0.1 0.1 0.0
0.0 0.0 0.0
0.0 0.0 0.0
0.0 0.1 -0.1
0.1 0.0 0.0
0.0 0.0 0.0
0.1 0.1 0.0
0.0 -0.6 0.1
0.1 -0.1 0.0
0.0 0.1 0.0
-0.1 0.0 0.1
0.0 0.0 -0.1
0.0 0.0 0.0
-0.1 0.1 -0.1
0.1 0.0 -0.1
-0.4 0.2 0.0

Kohn-Sham gap: 0.38698 Ha
HOMO energy: -13.86 eV
Charge: +1
Structure (SMILES): C[C@H](Br)CN/C(NN)=[NH+]\CCOC=O
Max |F|: 1.166 eV/Å
Electronic energy: -87608.989 eV

Molecular formula: C9H33O7
Method: DFT, ωB97M-V/def2-TZVPD

Element x y z (Å)
O 0.0433 -0.5146 -1.3998
H 0.0071 -1.2638 -2.0667
H 0.9449 -0.0737 -1.4291
H -0.6571 0.1814 -1.5863
O 0.1487 -2.6114 -3.0537
H 0.3966 -2.8444 -3.9578
H -0.3777 -3.3599 -2.7390
O -2.2361 0.6274 -2.0891
H -2.7615 0.2337 -2.7962
H -2.8342 1.2683 -1.6630
O 2.6219 -0.1638 -2.0485
H 3.3458 0.4710 -1.9673
H 2.8837 -0.7516 -2.7695
C 2.0751 3.4111 0.7655
C 1.6241 2.0524 0.2548
C 1.0635 1.2073 1.4152
O 0.6485 2.2055 -0.7801
H 1.1859 3.8644 1.2104
H 2.4125 4.0685 -0.0361
H 2.9368 3.2830 1.4205
H 2.4614 1.5074 -0.1875
H 0.0882 1.6328 1.6671
H 1.7403 1.1901 2.2656
H 0.8574 0.1735 1.1284
H -0.1177 2.6818 -0.4388
C 3.4187 -2.4142 1.1384
C 2.1849 -3.1567 0.7053
C 2.3563 -3.7854 -0.6943
O 1.7803 -4.1549 1.6173
H 3.2584 -1.8757 2.0764
H 3.7563 -1.7164 0.3774
H 4.2504 -3.0912 1.3572
H 1.3661 -2.4270 0.5933
H 1.3822 -4.1361 -1.0363
H 3.1434 -4.5349 -0.6417
H 2.6316 -3.0494 -1.4545
H 0.8352 -4.2995 1.5607
C -2.7904 1.3637 1.3424
C -4.2728 1.2753 0.9794
C -5.1330 2.1186 1.9264
O -4.5128 1.5522 -0.4093
H -2.6590 0.8359 2.2931
H -2.4232 2.3757 1.5181
H -2.2208 0.7833 0.6159
H -4.5533 0.2265 1.0966
H -6.1148 2.2930 1.4917
H -4.6601 3.1084 1.9843
H -5.1285 1.7196 2.9350
H -4.3965 2.5129 -0.4919

Force components x, y, z for each atom (eV/Å):
0.3 0.5 0.0
0.2 0.1 -0.1
-0.2 -0.4 -0.2
-0.3 -0.3 -0.1
-0.3 -0.2 0.1
0.0 0.2 0.1
0.1 0.1 0.0
0.1 0.2 0.0
0.1 0.0 0.1
-0.1 -0.4 0.2
0.1 0.0 -0.1
-0.2 0.0 0.0
-0.1 0.0 0.1
0.0 -0.3 -0.6
0.1 -0.1 0.7
-0.3 0.1 -0.7
0.0 -0.5 -0.4
0.4 0.2 0.5
-0.1 -0.1 -0.2
-0.4 0.2 0.5
-0.1 0.2 -0.2
0.2 0.1 0.4
-0.1 0.1 0.1
0.2 0.0 -0.1
0.1 0.1 0.1
0.5 -0.3 1.0
-0.8 0.3 -1.6
0.0 0.7 0.3
0.6 0.0 0.6
-0.1 0.1 -0.1
-0.1 0.1 -0.1
-0.1 -0.1 -0.2
0.1 0.1 0.2
0.2 -0.7 0.1
-0.3 -0.3 -0.2
0.2 0.2 0.2
-0.1 0.0 -0.1
-0.4 -0.7 0.4
0.0 -0.6 0.7
0.8 0.8 -1.0
0.5 0.9 0.2
0.0 0.1 0.0
0.0 0.1 -0.4
0.3 0.3 -0.1
-0.1 0.0 -0.2
-0.2 -0.4 0.4
-0.1 0.0 0.1
-0.3 -0.2 0.0
-0.3 -0.2 -0.2

Energy relative to the best compared isomer or geometry (same formula, charge and spin): 0.0 kcal per mole
Kohn-Sham gap: 0.35402 Ha
HOMO energy: -12.55 eV
Charge: +1
Max |F|: 1.777 eV/Å
Electronic energy: -24194.662 eV